# 1
{"formula": "C24H18CrNO3", "method": "ωB97M-V/def2-TZVPD", "symbols": ["N", "C", "C", "C", "C", "C", "C", "H", "H", "H", "H", "H", "H", "H", "O", "C", "Cr", "C", "O", "C", "O", "C", "C", "C", "C", "C", "C", "C", "C", "C", "C", "C", "C", "C", "C", "C", "H", "H", "H", "H", "H", "H", "H", "H", "H", "H", "H"], "positions_angstrom": [[-1.84, 1.94, 0.68], [-0.63, 1.79, 1.31], [-0.51, 0.97, 2.46], [0.75, 0.64, 2.94], [1.91, 1.14, 2.32], [1.79, 2.01, 1.23], [0.53, 2.37, 0.74], [-1.98, 2.74, 0.08], [-2.68, 1.60, 1.14], [-1.42, 0.60, 2.94], [0.84, -0.01, 3.81], [2.89, 0.85, 2.69], [2.68, 2.43, 0.76], [0.41, 3.06, -0.09], [-4.22, -5.61, -4.94], [-3.46, -5.26, -4.13], [-2.09, -4.54, -3.03], [-2.33, -2.98, -4.06], [-2.51, -2.08, -4.77], [-0.91, -5.08, -4.42], [-0.30, -5.34, -5.38], [-1.81, -6.07, -1.51], [-3.05, -5.45, -1.32], [-3.13, -4.05, -1.25], [-1.97, -3.25, -1.27], [-2.08, -1.80, -1.32], [-2.29, -0.59, -1.47], [-2.44, 0.76, -1.63], [-3.67, 1.31, -2.12], [-3.78, 2.68, -2.48], [-4.99, 3.20, -2.91], [-6.12, 2.38, -3.01], [-6.02, 1.01, -2.71], [-4.81, 0.48, -2.28], [-0.74, -3.89, -1.53], [-0.65, -5.29, -1.60], [-1.75, -7.16, -1.61], [-3.97, -6.04, -1.27], [-4.11, -3.56, -1.18], [-1.57, 1.42, -1.57], [-2.88, 3.31, -2.43], [-5.07, 4.26, -3.17], [-7.08, 2.79, -3.33], [-6.89, 0.36, -2.81], [-4.71, -0.59, -2.06], [0.15, -3.27, -1.68], [0.32, -5.75, -1.77]], "total_charge": 2, "homo_ev": [-12.693, -14.274], "spin_multiplicity": 4, "e_above_lowest_kj_mol": 1.1, "e_lumo_ev": [-5.451, -9.145], "e_tot_ha": -2249.60992}


# 2
{"formula": "C5H5BrN4S2", "method": "ωB97M-V/def2-TZVPD", "symbols": ["C", "C", "C", "C", "C", "N", "N", "N", "N", "S", "S", "Br", "H", "H", "H", "H", "H"], "positions_angstrom": [[0.60, 1.72, -1.19], [-0.69, -0.26, -0.76], [-1.05, -1.47, -1.02], [1.62, 2.51, -0.85], [-2.76, 0.78, 1.86], [-0.06, 0.80, -0.46], [-3.56, -0.04, 1.22], [-3.12, 1.48, -0.42], [-3.71, 0.38, -0.08], [-4.69, -0.34, -1.07], [-2.17, 2.03, 0.82], [2.62, 2.17, 0.76], [0.11, 1.94, -2.20], [-0.38, -2.16, -0.57], [-1.93, -1.99, -1.26], [1.97, 3.20, -1.63], [-2.77, 0.90, 2.92]], "homo_ev": [-8.233, -8.233], "e_above_lowest_kj_mol": 292.3, "e_lumo_ev": [-0.667, -0.667], "e_tot_ha": -3782.72736}


# 3
{"formula": "C5H32N10O11", "method": "ωB97M-V/def2-TZVPD", "symbols": ["N", "C", "N", "O", "H", "H", "H", "H", "N", "C", "N", "O", "H", "H", "H", "H", "N", "C", "N", "O", "H", "H", "H", "H", "N", "C", "N", "O", "H", "H", "H", "H", "N", "C", "N", "O", "H", "H", "H", "H", "O", "H", "H", "O", "H", "H", "O", "H", "H", "O", "H", "H", "O", "H", "H", "O", "H", "H"], "positions_angstrom": [[-1.06, -3.95, 4.36], [-0.14, -3.85, 5.21], [-0.18, -4.91, 6.03], [0.69, -3.02, 5.23], [-1.73, -4.69, 4.52], [-1.24, -3.19, 3.71], [0.53, -4.91, 6.75], [-0.94, -5.55, 5.84], [-0.16, -0.96, -0.48], [-1.12, -0.33, 0.06], [-1.68, 0.54, -0.79], [-1.52, -0.50, 1.19], [0.46, -1.53, 0.07], [-0.02, -0.76, -1.46], [-2.46, 1.05, -0.42], [-1.35, 0.76, -1.72], [-2.53, 6.99, -2.18], [-1.54, 6.28, -1.75], [-1.15, 5.35, -2.58], [-1.03, 6.45, -0.73], [-3.15, 6.51, -2.82], [-2.97, 7.59, -1.50], [-1.49, 5.30, -3.53], [-0.49, 4.64, -2.29], [4.65, -1.96, 2.06], [4.54, -3.03, 1.37], [3.43, -3.65, 1.75], [5.22, -3.31, 0.46], [4.17, -1.91, 2.95], [5.12, -1.20, 1.59], [2.99, -3.50, 2.64], [3.20, -4.47, 1.20], [6.33, 1.66, -4.23], [5.41, 0.81, -3.84], [4.99, 0.99, -2.66], [4.99, -0.09, -4.51], [6.73, 2.44, -3.72], [6.74, 1.54, -5.14], [5.33, 1.79, -2.15], [4.18, 0.48, -2.35], [-5.80, -0.82, 2.06], [-5.89, -1.73, 2.36], [-4.85, -0.69, 2.00], [-4.97, -1.46, -1.96], [-5.20, -1.22, -1.06], [-4.08, -1.12, -2.08], [0.52, 0.71, -4.94], [1.25, 0.86, -5.54], [-0.10, 0.20, -5.46], [-0.62, 3.98, 2.77], [-0.81, 4.81, 2.33], [-1.47, 3.57, 2.90], [-1.68, -5.46, -0.13], [-0.95, -5.38, 0.48], [-1.27, -5.65, -0.98], [-4.96, 2.93, 0.31], [-5.00, 3.88, 0.18], [-5.83, 2.69, 0.62]], "homo_ev": -9.741, "e_above_lowest_kj_mol": 343.9, "e_lumo_ev": 0.015, "e_tot_ha": -1584.96825}


# 4
{"formula": "C24H27N2OS5SbV", "method": "ωB97M-V/def2-TZVPD", "symbols": ["V", "S", "Sb", "S", "S", "S", "N", "C", "C", "C", "C", "N", "H", "H", "H", "H", "H", "H", "H", "H", "H", "H", "H", "H", "O", "S", "C", "C", "C", "C", "C", "C", "C", "C", "C", "C", "C", "C", "H", "H", "H", "H", "H", "H", "H", "H", "H", "H", "C", "C", "C", "C", "C", "C", "C", "C", "H", "H", "H", "H", "H"], "positions_angstrom": [[-0.26, -0.37, 0.03], [-1.53, 5.62, 2.66], [-2.69, 3.65, 2.57], [-0.87, 1.90, 0.78], [-2.44, 0.52, 0.50], [-2.69, 2.74, 4.71], [-1.20, -2.30, -0.36], [-0.81, -3.26, -1.38], [0.07, -4.37, -0.84], [1.53, -4.02, -0.58], [1.83, -3.03, 0.55], [1.77, -1.63, 0.14], [-1.64, -2.74, 0.45], [-1.90, -1.65, -0.73], [-0.30, -2.69, -2.16], [-1.69, -3.73, -1.85], [0.03, -5.19, -1.56], [-0.36, -4.77, 0.08], [2.00, -3.67, -1.51], [2.04, -4.96, -0.33], [2.81, -3.28, 0.96], [1.11, -3.15, 1.36], [2.58, -1.35, -0.39], [1.72, -1.05, 0.98], [0.14, -0.76, 2.18], [-0.48, 0.25, 3.15], [0.89, 1.33, 3.62], [2.05, 1.32, 2.87], [3.09, 2.17, 3.20], [2.95, 3.04, 4.27], [1.78, 3.06, 5.00], [0.73, 2.20, 4.69], [-0.45, -0.72, 4.69], [-1.43, -0.47, 5.62], [-1.45, -1.21, 6.80], [-0.49, -2.19, 7.02], [0.48, -2.44, 6.06], [0.51, -1.71, 4.89], [2.12, 0.67, 2.01], [3.99, 2.18, 2.60], [3.76, 3.73, 4.52], [1.65, 3.77, 5.81], [-0.21, 2.26, 5.21], [-2.16, 0.31, 5.43], [-2.21, -1.01, 7.54], [-0.51, -2.77, 7.94], [1.22, -3.22, 6.23], [1.25, -1.89, 4.12], [-0.04, -0.14, -2.06], [0.07, -0.01, -3.28], [0.21, 0.16, -4.69], [1.02, -0.69, -5.46], [1.15, -0.51, -6.83], [0.48, 0.53, -7.47], [-0.32, 1.38, -6.72], [-0.46, 1.21, -5.35], [1.54, -1.49, -4.96], [1.78, -1.18, -7.40], [0.58, 0.67, -8.54], [-0.85, 2.20, -7.21], [-1.08, 1.87, -4.77]], "total_charge": -2, "homo_ev": [-0.626, -0.958], "spin_multiplicity": 4, "e_lumo_ev": [4.045, 4.037], "e_tot_ha": -4290.73247}


# 5
{"formula": "C3H7N2OP", "method": "ωB97M-V/def2-TZVPD", "symbols": ["C", "C", "C", "N", "N", "O", "P", "H", "H", "H", "H", "H", "H", "H"], "positions_angstrom": [[-1.98, 0.20, -2.12], [-0.96, -0.51, -1.45], [1.42, 0.26, -0.30], [-0.80, 0.69, -2.20], [0.48, -0.14, 2.37], [-1.19, 0.31, 0.53], [0.06, -0.44, 0.77], [-2.91, 0.18, -2.67], [0.33, -1.92, 0.94], [1.00, 1.31, -0.44], [2.22, 0.42, 0.26], [1.62, -0.20, -1.26], [0.87, -0.71, 3.05], [-0.17, 0.55, 2.51]], "homo_ev": -9.247, "e_above_lowest_kj_mol": 296.2, "e_lumo_ev": 0.814, "e_tot_ha": -644.45629}


# 6
{"formula": "C3H7NOS", "method": "ωB97M-V/def2-TZVPD", "symbols": ["C", "C", "C", "S", "N", "O", "H", "H", "H", "H", "H", "H", "H"], "positions_angstrom": [[2.35, -0.25, 0.55], [1.35, -0.56, -0.56], [0.01, -0.11, -0.20], [-0.44, 1.53, -0.05], [-0.88, -1.10, -0.17], [-2.17, -0.88, 0.32], [2.12, -0.53, 1.58], [2.45, 0.78, 0.52], [3.30, -0.72, 0.36], [1.71, -0.07, -1.44], [1.44, -1.63, -0.84], [-0.54, -2.07, -0.13], [-2.14, 0.08, 0.57]], "homo_ev": -8.805, "e_above_lowest_kj_mol": 222.7, "e_lumo_ev": 0.611, "e_tot_ha": -646.62716}